# 1
{"formula": "C20H22N2O2Ti", "method": "ωB97M-V/def2-TZVPD", "elements": ["C", "C", "H", "H", "H", "H", "H", "H", "C", "C", "C", "C", "H", "H", "H", "H", "N", "C", "C", "N", "C", "C", "C", "H", "H", "C", "H", "H", "Ti", "C", "H", "H", "H", "O", "C", "O", "C", "C", "C", "C", "C", "C", "H", "H", "H", "H", "H"], "xyz": [[-1.5024, 0.9149, 2.3809], [-1.6900, -0.5238, 2.4937], [-0.5005, 1.1784, 2.7892], [-2.2800, 1.4744, 2.9740], [-1.5906, 1.2083, 1.2945], [-1.4409, -0.9656, 1.5110], [-0.9730, -0.8908, 3.2256], [-2.7426, -0.7908, 2.7042], [-0.1199, 2.5065, -1.6499], [0.0403, 3.3511, -2.7486], [0.1617, 2.8021, -4.0330], [0.0957, 1.4271, -4.2023], [-0.2369, 2.8451, -0.6195], [0.0684, 4.4308, -2.5977], [0.3110, 3.4329, -4.9075], [0.1941, 0.9489, -5.1784], [-0.1317, 1.1568, -1.8434], [-0.0774, 0.5920, -3.1054], [-0.2051, -0.8501, -3.1875], [-0.3131, -1.5409, -1.9978], [-0.6329, -2.8555, -1.8868], [-0.3911, -2.9788, -4.2720], [-0.6353, -3.6125, -3.0474], [-0.8383, -3.2160, -0.8742], [-0.8165, -4.6852, -2.9701], [-0.1938, -1.6047, -4.3500], [0.0154, -1.0693, -5.2730], [-0.3413, -3.5513, -5.1920], [-0.5090, -0.2780, -0.6116], [-2.6134, -0.1694, -0.6567], [-2.9220, -1.1191, -1.1487], [-2.9267, 0.6301, -1.3638], [-3.2386, -0.0858, 0.2484], [2.8770, 0.7515, 0.4644], [2.0184, 0.1570, 1.1235], [0.8649, -0.4101, 0.6453], [2.1728, 0.0944, 2.6069], [2.6133, 1.2507, 3.2656], [2.4107, 1.3196, 4.6496], [1.9230, 0.1901, 5.3232], [1.6965, -1.0290, 4.6609], [1.8375, -1.0801, 3.2809], [3.0675, 2.0496, 2.6675], [2.6513, 2.2584, 5.1586], [1.7437, 0.2464, 6.3928], [1.4099, -1.9364, 5.1863], [1.6901, -1.9740, 2.6705]], "nbo_charge": [-0.604, -0.583, 0.217, 0.213, 0.192, 0.175, 0.219, 0.209, 0.089, -0.285, -0.179, -0.196, 0.212, 0.226, 0.223, 0.214, -0.601, 0.101, 0.177, -0.630, 0.064, -0.197, -0.281, 0.211, 0.225, -0.203, 0.214, 0.221, 1.606, -1.245, 0.220, 0.227, 0.219, -0.594, 0.794, -0.838, -0.145, -0.172, -0.221, -0.209, -0.222, -0.182, 0.239, 0.219, 0.215, 0.218, 0.226], "gap_ev": [5.765, 8.499], "lumo_energy_ev": [0.06, -0.40], "spin_multiplicity": 3, "s2": 2.020}

# 2
{"formula": "C20H22N2O3", "method": "ωB97M-V/def2-TZVPD", "elements": ["C", "C", "O", "C", "C", "C", "C", "N", "C", "O", "C", "N", "C", "C", "C", "C", "C", "C", "C", "C", "C", "C", "O", "C", "C", "H", "H", "H", "H", "H", "H", "H", "H", "H", "H", "H", "H", "H", "H", "H", "H", "H", "H", "H", "H", "H", "H"], "xyz": [[5.7212, -3.5671, 3.1138], [5.7320, -2.3175, 3.9903], [5.4595, -1.1382, 3.2624], [4.1811, -0.8548, 2.8827], [3.0460, -1.5758, 3.2348], [1.7937, -1.1729, 2.8032], [1.6519, -0.0429, 2.0094], [0.4154, 0.4206, 1.5430], [-0.8022, -0.1473, 1.6716], [-1.0632, -1.1805, 2.2508], [-1.8875, 0.6828, 0.9587], [-1.7230, 0.6572, -0.4751], [-2.3896, -0.3171, -1.3044], [-2.1466, 0.1823, -2.7439], [-3.3424, 0.9374, -3.2678], [-4.0391, 0.4719, -4.3745], [-5.1424, 1.1567, -4.8540], [-5.5637, 2.3171, -4.2291], [-4.8759, 2.7887, -3.1236], [-3.7730, 2.1045, -2.6463], [-0.9127, 1.0870, -2.6050], [-0.8376, 1.4267, -1.1320], [-0.0968, 2.2376, -0.6028], [2.7892, 0.6829, 1.6550], [4.0334, 0.2827, 2.0848], [5.9877, -4.4356, 3.7100], [6.4419, -3.4566, 2.3074], [4.7387, -3.7259, 2.6762], [6.7357, -2.1587, 4.3952], [5.0356, -2.4247, 4.8312], [3.1114, -2.4570, 3.8531], [0.9223, -1.7408, 3.0835], [0.4654, 1.2718, 0.9831], [-2.8672, 0.2746, 1.2121], [-1.8209, 1.7224, 1.2954], [-3.4555, -0.3585, -1.0624], [-1.9586, -1.3127, -1.1421], [-1.9447, -0.6598, -3.4086], [-3.7153, -0.4342, -4.8668], [-5.6728, 0.7826, -5.7172], [-6.4238, 2.8529, -4.6019], [-5.1989, 3.6944, -2.6317], [-3.2418, 2.4833, -1.7856], [-0.9785, 1.9916, -3.2086], [0.0070, 0.5668, -2.8795], [2.6866, 1.5633, 1.0370], [4.9180, 0.8387, 1.8179]], "nbo_charge": [-0.638, -0.061, -0.496, 0.287, -0.295, -0.237, 0.191, -0.639, 0.663, -0.613, -0.307, -0.420, -0.197, -0.268, 0.079, -0.249, -0.188, -0.221, -0.197, -0.258, -0.489, 0.693, -0.656, -0.230, -0.245, 0.213, 0.214, 0.213, 0.192, 0.169, 0.216, 0.251, 0.434, 0.230, 0.232, 0.208, 0.201, 0.223, 0.209, 0.213, 0.215, 0.215, 0.215, 0.245, 0.241, 0.216, 0.224], "gap_ev": 8.449, "lumo_energy_ev": 0.70, "relative_energy_kj_mol": 69.29, "spin_multiplicity": 1, "smiles": "CCOc1ccc(NC(=O)CN2C[C@@H](c3ccccc3)CC2=O)cc1"}

# 3
{"formula": "C20H22N4O5S2", "method": "ωB97M-V/def2-TZVPD", "elements": ["C", "C", "O", "C", "O", "C", "S", "C", "N", "N", "C", "C", "N", "C", "O", "C", "C", "C", "C", "S", "N", "C", "C", "C", "O", "C", "C", "C", "C", "O", "C", "H", "H", "H", "H", "H", "H", "H", "H", "H", "H", "H", "H", "H", "H", "H", "H", "H", "H", "H", "H", "H", "H"], "xyz": [[-2.7137, -1.5418, -2.4342], [-3.7822, -2.2169, -1.5869], [-4.2421, -1.3488, -0.5432], [-3.6210, -1.3863, 0.6225], [-2.7203, -2.1355, 0.9068], [-4.1796, -0.3327, 1.5571], [-2.8156, 0.8010, 1.9970], [-2.3912, 1.2647, 0.3692], [-3.2089, 1.6543, -0.5644], [-2.4848, 1.8577, -1.6704], [-1.2315, 1.6069, -1.4035], [-0.1491, 1.6718, -2.4312], [1.1532, 1.2876, -1.9509], [1.4486, -0.0274, -1.7578], [0.7007, -0.9230, -2.1071], [2.7393, -0.2952, -1.1171], [3.7456, 0.5399, -0.7072], [4.8035, -0.1493, -0.0896], [4.5861, -1.4927, -0.0366], [3.0972, -1.9443, -0.7434], [-1.1028, 1.2159, -0.1017], [0.0089, 0.8011, 0.6652], [0.1065, -0.5342, 1.0183], [1.1541, -0.9643, 1.8261], [1.3495, -2.2470, 2.2047], [0.4751, -3.2314, 1.6873], [2.0759, -0.0236, 2.2837], [1.9771, 1.3063, 1.9254], [0.9470, 1.7417, 1.1018], [0.7821, 3.0236, 0.6419], [1.5669, 4.0389, 1.2194], [-3.0490, -0.5489, -2.7268], [-2.5336, -2.1342, -3.3264], [-1.7746, -1.4531, -1.8926], [-3.4020, -3.1406, -1.1384], [-4.6732, -2.4285, -2.1816], [-4.9738, 0.2340, 1.0763], [-4.5071, -0.7768, 2.4955], [-0.1030, 2.6840, -2.8394], [-0.4263, 0.9830, -3.2376], [1.6952, 1.9915, -1.4789], [3.7463, 1.6061, -0.8510], [5.6846, 0.3302, 0.2978], [5.2248, -2.2457, 0.3804], [-0.6438, -1.2207, 0.6634], [0.5423, -3.2796, 0.5964], [0.8130, -4.1735, 2.1148], [-0.5617, -3.0458, 1.9779], [2.8785, -0.3569, 2.9214], [2.7123, 2.0017, 2.2966], [1.4485, 4.0658, 2.3060], [2.6276, 3.9199, 0.9726], [1.2006, 4.9710, 0.7922]], "nbo_charge": [-0.647, -0.077, -0.489, 0.797, -0.630, -0.613, 0.284, 0.142, -0.284, -0.293, 0.339, -0.263, -0.606, 0.661, -0.629, -0.330, -0.205, -0.272, -0.395, 0.522, -0.405, 0.173, -0.290, 0.299, -0.495, -0.262, -0.230, -0.271, 0.240, -0.514, -0.249, 0.229, 0.218, 0.230, 0.198, 0.190, 0.257, 0.251, 0.232, 0.252, 0.403, 0.214, 0.226, 0.239, 0.265, 0.184, 0.197, 0.200, 0.229, 0.223, 0.184, 0.169, 0.205], "gap_ev": 8.548, "lumo_energy_ev": 0.34, "relative_energy_kj_mol": 69.68, "spin_multiplicity": 1, "smiles": "CCOC(=O)CSc1nnc(CNC(=O)c2cccs2)n1-c1cc(OC)ccc1OC"}

# 4
{"formula": "C20H22N4OS2", "method": "ωB97M-V/def2-TZVPD", "elements": ["C", "C", "C", "N", "C", "C", "C", "C", "C", "O", "C", "S", "C", "N", "N", "C", "N", "C", "C", "C", "C", "C", "C", "C", "S", "C", "C", "H", "H", "H", "H", "H", "H", "H", "H", "H", "H", "H", "H", "H", "H", "H", "H", "H", "H", "H", "H", "H", "H"], "xyz": [[0.1493, 3.8824, -1.1769], [1.1881, 3.0922, -0.9879], [1.2244, 1.9129, -0.0545], [-0.0083, 1.6942, 0.6476], [-0.3234, 2.2207, 1.8786], [0.6087, 3.1051, 2.6257], [-1.5632, 1.7771, 2.2249], [-2.0421, 0.9659, 1.1565], [-3.2581, 0.1906, 1.1123], [-3.7905, -0.2175, 0.0966], [-3.8561, -0.1839, 2.4647], [-2.5992, -0.8303, 3.6344], [-1.5202, -1.6087, 2.5205], [-0.2493, -1.4690, 2.5374], [0.3979, -2.1667, 1.6136], [-0.3797, -2.8739, 0.8567], [0.0333, -3.7093, -0.1140], [1.4159, -3.7029, -0.5517], [1.7174, -2.5770, -1.5105], [1.0862, -2.5248, -2.7485], [1.3374, -1.4823, -3.6227], [2.2340, -0.4862, -3.2741], [2.8717, -0.5349, -2.0458], [2.6070, -1.5699, -1.1635], [-2.0893, -2.7293, 1.2575], [-1.0450, 0.9580, 0.1850], [-1.0074, 0.2383, -1.1122], [0.1861, 4.7111, -1.8623], [-0.7829, 3.7351, -0.6567], [2.1155, 3.2560, -1.5205], [2.0256, 2.0591, 0.6772], [1.4681, 1.0129, -0.6297], [1.4962, 2.5562, 2.9432], [0.1092, 3.4823, 3.5133], [0.9236, 3.9502, 2.0133], [-2.0882, 2.0170, 3.1272], [-4.6342, -0.9349, 2.3212], [-4.2780, 0.6917, 2.9576], [-0.6628, -4.0044, -0.7806], [2.0323, -3.6060, 0.3435], [1.6131, -4.6683, -1.0270], [0.3957, -3.3066, -3.0326], [0.8370, -1.4502, -4.5788], [2.4355, 0.3244, -3.9583], [3.5821, 0.2330, -1.7753], [3.0894, -1.5979, -0.1980], [-0.2057, -0.5026, -1.1241], [-1.9595, -0.2614, -1.2673], [-0.8377, 0.9328, -1.9349]], "nbo_charge": [-0.396, -0.188, -0.264, -0.335, 0.146, -0.644, -0.256, -0.278, 0.572, -0.571, -0.625, 0.300, -0.151, -0.252, -0.368, 0.248, -0.598, -0.259, 0.051, -0.241, -0.202, -0.219, -0.211, -0.239, 0.308, 0.254, -0.668, 0.204, 0.205, 0.201, 0.223, 0.242, 0.218, 0.233, 0.219, 0.221, 0.241, 0.249, 0.397, 0.233, 0.211, 0.205, 0.217, 0.217, 0.214, 0.224, 0.219, 0.263, 0.227], "gap_ev": 8.308, "lumo_energy_ev": 0.50, "relative_energy_kj_mol": 278.45, "spin_multiplicity": 1, "smiles": "C=CCn1c(C)cc(C(=O)CSc2nnc(NCc3ccccc3)s2)c1C"}

# 5
{"formula": "C20H22O6", "method": "ωB97M-V/def2-TZVPD", "elements": ["C", "C", "C", "C", "C", "C", "C", "O", "C", "O", "C", "C", "C", "C", "C", "C", "O", "C", "C", "O", "C", "O", "C", "C", "O", "C", "H", "H", "H", "H", "H", "H", "H", "H", "H", "H", "H", "H", "H", "H", "H", "H", "H", "H", "H", "H", "H", "H"], "xyz": [[0.4503, 1.4963, -9.3958], [-0.0797, 1.4059, -8.2775], [-0.4467, 1.3768, -6.8672], [0.2541, 2.3153, -5.8949], [-0.4118, 2.3622, -4.4171], [0.6399, 3.0992, -3.4719], [0.2437, 3.7313, -2.1336], [0.2458, 2.6917, -1.1063], [-0.2351, 3.1241, 0.1145], [-0.3060, 4.2823, 0.4343], [-0.0903, 2.2495, 1.2598], [0.6065, 1.0533, 1.0574], [0.6496, -0.1630, 1.9803], [1.4521, -1.3337, 1.7123], [1.4695, -2.3691, 2.5531], [0.7706, -2.2902, 3.7910], [0.9784, -3.3183, 4.6041], [0.4697, -4.5122, 4.1919], [0.8967, -5.6762, 5.0032], [-0.0457, -4.7968, 3.0823], [-0.0583, -1.1009, 4.0486], [-0.5800, -0.9429, 5.3216], [-1.7966, -1.5713, 5.6412], [-2.7611, -2.1174, 4.6750], [-2.1086, -1.8271, 6.7452], [-0.0211, -0.0236, 3.1496], [0.9366, 1.3098, -10.3476], [-1.5633, 1.6286, -6.7634], [-0.3140, 0.2860, -6.5931], [1.3367, 2.0009, -5.8571], [0.1642, 3.3084, -6.3197], [-0.5430, 1.3673, -4.0487], [-1.3647, 2.8450, -4.3875], [1.4087, 2.2812, -3.3123], [1.1435, 3.8777, -4.0356], [-0.7941, 4.1912, -2.1443], [0.8105, 4.6066, -1.8160], [-0.4208, 2.4905, 2.2403], [1.2761, 1.0907, 0.1892], [2.0573, -1.3043, 0.7642], [2.0396, -3.2804, 2.3833], [1.7774, -5.5310, 5.6021], [1.1808, -6.5164, 4.4098], [0.0657, -5.8667, 5.6484], [-3.6603, -2.4320, 5.1207], [-2.2373, -3.0119, 4.2296], [-2.8959, -1.3570, 3.8699], [-0.5894, 0.8707, 3.3667]], "nbo_charge": [-0.265, 0.004, -0.489, -0.378, -0.384, -0.423, -0.082, -0.521, 0.740, -0.571, -0.304, -0.116, -0.068, -0.177, -0.224, 0.237, -0.475, 0.785, -0.714, -0.578, 0.319, -0.517, 0.791, -0.721, -0.542, -0.240, 0.244, 0.227, 0.235, 0.207, 0.208, 0.200, 0.201, 0.215, 0.212, 0.189, 0.208, 0.224, 0.222, 0.224, 0.232, 0.232, 0.247, 0.245, 0.250, 0.243, 0.225, 0.225], "gap_ev": 8.284, "lumo_energy_ev": -0.49, "relative_energy_kj_mol": 407.32, "spin_multiplicity": 1, "smiles": "C#CCCCCCOC(=O)/C=C/c1ccc(OC(C)=O)c(OC(C)=O)c1"}